[1]
{"formula": "C27H32ClIN6O3Sr", "method": "the ωB97M-V functional and the def2-TZVPD basis", "elements": ["Sr", "C", "C", "N", "C", "C", "N", "C", "C", "C", "N", "C", "C", "N", "C", "H", "H", "H", "H", "H", "H", "H", "H", "H", "H", "H", "H", "H", "H", "H", "H", "H", "H", "H", "H", "H", "H", "H", "H", "Cl", "C", "C", "C", "I", "C", "O", "C", "N", "C", "C", "C", "C", "H", "H", "H", "H", "O", "C", "N", "C", "O", "C", "C", "C", "C", "C", "C", "H", "H", "H", "H"], "positions_angstrom": [[0.83, -0.12, 0.38], [-0.83, -1.90, 3.52], [0.16, -0.91, 4.12], [0.83, -0.09, 3.12], [2.20, 0.31, 3.46], [3.18, -0.75, 2.97], [3.19, -0.83, 1.51], [3.83, -2.05, 1.00], [2.96, -3.31, 1.10], [2.07, -3.61, -0.11], [0.84, -2.83, -0.15], [-0.30, -3.51, 0.44], [-1.54, -2.62, 0.43], [-1.38, -1.34, 1.12], [-1.83, -1.31, 2.51], [-1.39, -2.36, 4.34], [-0.27, -2.70, 3.04], [0.92, -1.47, 4.68], [-0.35, -0.27, 4.86], [0.28, 0.75, 2.93], [2.33, 0.47, 4.54], [2.41, 1.26, 2.97], [2.87, -1.72, 3.36], [4.19, -0.56, 3.37], [3.73, -0.03, 1.16], [4.78, -2.22, 1.52], [4.08, -1.88, -0.05], [2.34, -3.27, 2.00], [3.63, -4.16, 1.23], [1.84, -4.68, -0.12], [2.64, -3.41, -1.03], [0.61, -2.63, -1.13], [-0.04, -3.81, 1.46], [-0.54, -4.44, -0.10], [-2.40, -3.19, 0.83], [-1.77, -2.41, -0.62], [-1.89, -0.63, 0.60], [-2.78, -1.84, 2.61], [-2.02, -0.26, 2.76], [-3.46, 6.03, -1.07], [-2.54, 4.72, -0.38], [-1.77, 4.95, 0.73], [-1.01, 3.92, 1.30], [0.16, 4.28, 2.97], [-0.99, 2.63, 0.77], [-0.27, 1.68, 1.23], [-1.83, 2.40, -0.39], [-1.84, 1.14, -0.88], [-2.58, 0.88, -1.94], [-3.34, 1.85, -2.61], [-3.35, 3.13, -2.12], [-2.59, 3.44, -0.97], [-1.75, 5.94, 1.17], [-2.56, -0.14, -2.31], [-3.91, 1.57, -3.48], [-3.93, 3.90, -2.60], [-0.20, -1.94, -3.20], [0.19, -0.79, -3.04], [0.93, -0.35, -1.98], [1.12, 0.99, -2.11], [1.68, 1.68, -1.25], [0.49, 1.47, -3.37], [0.36, 2.73, -3.91], [-0.35, 2.84, -5.10], [-0.90, 1.71, -5.71], [-0.76, 0.45, -5.15], [-0.06, 0.36, -3.97], [0.79, 3.60, -3.42], [-0.48, 3.81, -5.56], [-1.44, 1.83, -6.64], [-1.20, -0.43, -5.61]], "homo_lumo_gap_ev": 7.375, "molar_mass_da": 738.6, "multiplicity": 1, "lumo_ev": 0.3, "charge": 0, "largest_force_ev_per_a": 1.3}

***

[2]
{"formula": "C15H14AsIN4O2PdS5", "method": "the ωB97M-V functional and the def2-TZVPD basis", "elements": ["Pd", "S", "As", "S", "S", "S", "C", "C", "C", "C", "C", "C", "C", "S", "O", "O", "N", "C", "C", "C", "C", "C", "N", "H", "H", "H", "H", "H", "H", "H", "H", "H", "H", "H", "I", "C", "C", "N", "N", "C", "H", "H", "H"], "positions_angstrom": [[0.05, -0.05, 0.85], [0.26, 0.35, 4.81], [1.52, -0.78, 3.51], [2.11, 0.43, 1.68], [0.29, -1.95, 2.08], [3.07, -1.88, 4.41], [-5.34, 0.24, 5.98], [-4.87, 0.05, 4.56], [-5.77, 0.04, 3.50], [-5.33, -0.15, 2.20], [-3.98, -0.33, 1.95], [-3.06, -0.31, 3.00], [-3.51, -0.12, 4.29], [-3.42, -0.56, 0.28], [-3.16, -1.96, 0.06], [-4.45, 0.03, -0.56], [-2.04, 0.20, 0.18], [-1.93, 1.57, 0.16], [-2.93, 2.55, 0.15], [-2.53, 3.87, 0.22], [-1.18, 4.20, 0.30], [-0.26, 3.17, 0.30], [-0.62, 1.90, 0.21], [-6.33, 0.71, 6.01], [-4.64, 0.86, 6.55], [-5.41, -0.72, 6.50], [-6.83, 0.19, 3.70], [-6.03, -0.14, 1.37], [-2.00, -0.46, 2.84], [-2.76, -0.10, 5.08], [-3.96, 2.26, 0.10], [-3.29, 4.64, 0.23], [-0.85, 5.23, 0.38], [0.80, 3.35, 0.38], [2.08, -6.07, -0.83], [0.97, -4.36, -1.05], [-0.31, -4.13, -0.59], [-0.63, -2.89, -0.98], [0.37, -2.26, -1.61], [1.35, -3.15, -1.67], [-0.99, -4.74, -0.02], [-1.46, -2.38, -0.67], [2.29, -2.90, -2.13]], "homo_lumo_gap_ev": 5.218, "molar_mass_da": 750.9, "multiplicity": 1, "lumo_ev": 3.8, "charge": -2, "largest_force_ev_per_a": 0.6, "e_above_lowest_kj_mol": 0.0}

***

[3]
{"formula": "C12H44B2InO12", "method": "the ωB97M-V functional and the def2-TZVPD basis", "elements": ["In", "B", "H", "H", "H", "H", "B", "H", "H", "H", "H", "C", "C", "O", "O", "H", "H", "H", "H", "H", "H", "C", "C", "O", "O", "H", "H", "H", "H", "H", "H", "C", "C", "O", "O", "H", "H", "H", "H", "H", "H", "C", "C", "O", "O", "H", "H", "H", "H", "H", "H", "C", "C", "O", "O", "H", "H", "H", "H", "H", "H", "C", "C", "O", "O", "H", "H", "H", "H", "H", "H"], "positions_angstrom": [[-12.52, -0.81, -25.81], [-14.88, 1.00, -24.41], [-15.15, 1.71, -25.18], [-13.88, 1.15, -24.03], [-15.55, 1.32, -23.62], [-14.97, 0.02, -24.84], [-13.70, -2.52, -23.34], [-14.16, -1.58, -23.58], [-14.46, -3.27, -23.49], [-12.82, -2.70, -23.94], [-13.46, -2.53, -22.29], [-18.41, -2.75, -23.87], [-17.93, -1.35, -23.97], [-16.76, -1.13, -23.34], [-18.48, -3.21, -22.48], [-17.62, -3.40, -24.26], [-19.22, -2.80, -24.59], [-18.69, -0.73, -23.50], [-17.92, -1.27, -25.06], [-16.26, -0.59, -23.96], [-19.37, -2.95, -22.24], [-13.66, 2.88, -27.39], [-12.73, 3.24, -26.12], [-11.65, 2.37, -25.90], [-14.17, 1.54, -27.36], [-12.90, 3.01, -28.15], [-14.54, 3.53, -27.32], [-13.17, 3.39, -25.13], [-12.32, 4.20, -26.43], [-10.87, 2.89, -25.70], [-14.90, 1.53, -26.74], [-14.12, 0.38, -20.49], [-15.05, 0.28, -19.16], [-15.26, -1.04, -18.81], [-14.71, -0.20, -21.64], [-13.18, -0.09, -20.20], [-13.91, 1.44, -20.63], [-16.05, 0.71, -19.19], [-14.49, 0.72, -18.32], [-15.37, -1.01, -17.86], [-14.58, 0.34, -22.43], [-15.72, -3.00, -26.74], [-14.50, -3.79, -27.35], [-13.35, -3.56, -26.53], [-15.52, -1.65, -26.76], [-15.97, -3.15, -25.69], [-16.44, -3.25, -27.52], [-14.34, -3.46, -28.37], [-14.55, -4.88, -27.36], [-13.06, -4.45, -26.32], [-16.27, -1.11, -27.01], [-18.12, 2.36, -22.32], [-18.13, 2.43, -23.80], [-19.29, 2.99, -24.42], [-19.29, 1.70, -21.84], [-18.20, 3.37, -21.92], [-17.08, 2.17, -22.06], [-18.07, 1.54, -24.43], [-17.39, 3.13, -24.20], [-19.56, 2.31, -25.05], [-19.89, 1.85, -22.57], [-9.48, 0.48, -23.66], [-10.70, 0.76, -22.72], [-11.83, -0.03, -22.95], [-9.81, 0.34, -25.02], [-8.89, -0.35, -23.27], [-8.90, 1.40, -23.57], [-10.97, 1.80, -22.89], [-10.41, 0.88, -21.67], [-11.82, -0.85, -22.45], [-9.14, 0.85, -25.48]], "homo_lumo_gap_ev": [8.948, 4.898], "molar_mass_da": 516.9, "multiplicity": 2, "lumo_ev": [0.1, -3.9], "charge": 0, "s2": 0.75, "largest_force_ev_per_a": 5.6}

***

[4]
{"formula": "C2H3N3O3", "method": "the ωB97M-V functional and the def2-TZVPD basis", "elements": ["C", "C", "H", "H", "H", "N", "N", "N", "O", "O", "O"], "positions_angstrom": [[0.11, 0.07, 0.37], [-1.27, 0.05, -1.68], [1.83, -1.27, 1.43], [0.59, 0.91, 1.94], [-2.18, 0.08, -2.46], [0.89, 0.15, 1.40], [-0.59, 1.13, 0.11], [-0.27, -0.73, -1.73], [2.24, -0.22, 1.67], [-1.61, 0.87, -0.75], [0.26, -1.04, -0.30]], "homo_lumo_gap_ev": 9.411, "molar_mass_da": 117.1, "multiplicity": 1, "lumo_ev": 0.2, "charge": 0, "largest_force_ev_per_a": 7.1, "e_above_lowest_kj_mol": 621.7, "smiles": "ONC1=NOC=NO1"}